This record from the Open Molecules 2025 dataset describes a molecular structure, H28MnO15P in a non-equilibrium geometry. The level of theory is ωB97M-V/def2-TZVPD.

```
! RIJCOSX wB97M-V def2-TZVPD def2/J DEFGRID3
* xyz 5 6
O 3.76807 -0.45711 -1.21038
H 2.76961 -0.19284 -1.21679
H 3.80415 -1.41700 -1.36759
H 4.31330 0.05330 -1.85093
O 1.30224 -2.23361 2.01414
H 0.73452 -1.72847 1.31676
H 1.76299 -2.94030 1.52058
H 0.72960 -2.64308 2.70372
O 1.12851 2.26900 -2.76809
H 1.16275 1.42161 -2.16840
H 0.96167 3.02677 -2.17546
H 0.45859 2.18573 -3.47337
O -1.39613 -3.66379 -0.32621
H -0.86033 -4.06730 -1.03241
H -1.29183 -4.19701 0.49352
H -1.08696 -2.69125 -0.12915
O 0.84937 -1.66404 -3.13077
H 1.04942 -2.51250 -2.69541
H -0.05796 -1.72055 -3.48742
H 0.96785 -0.89927 -2.41685
O -3.12955 0.19638 -2.20694
H -3.02996 -0.47677 -2.90052
H -3.60111 0.96787 -2.59251
H -2.23679 0.52477 -1.73469
Mn -0.99146 2.51110 0.45952
P 0.00736 0.09762 -0.21821
O 1.21056 0.11887 -1.30802
O 0.31839 1.07765 0.96153
O -0.45354 -1.31058 0.26002
O -1.13186 0.92789 -0.89990
O -2.83041 1.89607 1.39150
H -3.59782 2.23032 1.88429
H -2.93071 0.92240 1.40547
O -2.43629 -0.68669 1.92119
H -2.96575 -1.48274 1.78347
H -1.67331 -0.75988 1.32154
O 0.28627 0.50256 3.51006
H 0.41540 0.74373 2.57715
H 1.10235 0.07081 3.78769
O 2.85719 1.90981 1.22991
H 3.15155 1.41496 2.00411
H 1.98193 1.56381 1.01461
O -0.40963 3.49564 2.25024
H -0.57150 3.15368 3.14707
H -0.41073 4.46240 2.35191
*
```

The HOMO energy (spin up / spin down) is -0.890 / -0.891 Eh. As for the orbital gap (spin up / spin down): 7.38 / 7.38 eV. The total energy comes out at -71716.774 eV.